Density functional theory data (ωB97M-V/def2-TZVPD) for a structure of composition C28H30NOPbTe.

Geometry as ORCA input:
```
! wB97M-V def2-TZVPD RIJCOSX def2/J DEFGRID3
* xyz -1 1
C -2.30420 1.03487 2.72300
C -2.80287 0.90673 1.39367
C -2.80725 -0.46702 1.05112
H -3.16885 1.72734 0.76542
C -2.31624 -1.20357 2.15541
C -1.99860 -0.28590 3.19560
H -2.26473 -2.29315 2.21862
C 1.18898 2.84352 0.44301
C -0.12931 2.97361 -0.08481
C -0.22399 2.15638 -1.23760
H -0.92246 3.61977 0.29439
C 1.02796 1.51168 -1.43889
C 1.89991 1.93230 -0.39634
H -3.18191 -0.89496 0.11812
H -1.64865 -0.54044 4.20046
H -2.22832 1.96373 3.29626
H 2.94588 1.64230 -0.30774
H -1.09364 2.06910 -1.89925
H 1.61644 3.37838 1.29411
Pb 0.34171 0.52986 1.77343
C 1.43493 0.67399 -2.64153
C 2.66762 1.33318 -3.27092
C 0.31469 0.61505 -3.68474
H 2.42395 2.35756 -3.57141
H 2.98602 0.77450 -4.15819
H 3.50629 1.35852 -2.56420
H 0.07721 1.62967 -4.02597
H -0.59423 0.15101 -3.28285
H 0.65235 0.02951 -4.54860
C 1.85054 -0.78251 -2.22275
C 0.72204 -1.69309 -1.75993
H 2.58565 -0.71782 -1.39015
H 2.34042 -1.25482 -3.09642
O -0.07104 -1.41414 -0.84005
N 0.57170 -2.88474 -2.36949
C -0.22885 -3.91421 -1.69828
H 1.30460 -3.18362 -3.00321
C -1.71127 -3.63607 -1.79030
C -2.55513 -3.93130 -0.71212
H -2.11404 -4.35588 0.19475
C -3.92556 -3.67861 -0.80312
H -4.56840 -3.91379 0.04567
C -4.46517 -3.13775 -1.97558
H -5.53487 -2.95394 -2.04134
C -3.62845 -2.84467 -3.05850
H -4.03496 -2.42400 -3.98185
C -2.25119 -3.09941 -2.96646
H -1.58499 -2.88566 -3.81155
H 0.08115 -4.02838 -0.64357
H -0.01467 -4.86264 -2.20284
Te 2.65633 -0.61746 3.01209
C 2.61384 1.28271 3.86819
C 3.73617 2.11395 3.62834
C 3.77383 3.39345 4.18494
C 2.69757 3.86534 4.94828
C 1.56554 3.06883 5.14539
C 1.49995 1.77761 4.60853
H 4.55278 1.71692 3.01171
H 4.64905 4.02340 4.03164
H 2.74366 4.85777 5.39712
H 0.72693 3.44724 5.73073
H 0.61814 1.13976 4.75055
*
```

HOMO = -3.79 eV
E_tot = -1675.84180 Ha
Kohn-Sham gap = 6.21 eV
M = 731.35 g mol⁻¹

Density functional theory data (ωB97M-V/def2-TZVPD) for a structure of composition C28H30NOZr.

Geometry as ORCA input:
```
! wB97M-V def2-TZVPD RIJCOSX def2/J DEFGRID3
* xyz 1 1
C -1.08277 2.39961 1.57282
C -0.46408 2.61547 0.29681
C -0.99416 1.65764 -0.62057
H 0.20360 3.42917 0.02749
C -1.92704 0.82714 0.09095
C -2.00272 1.30796 1.43039
H -2.55248 0.05890 -0.35685
C 2.41113 0.85907 2.52050
C 2.11198 2.00876 1.72026
C 2.28495 1.64235 0.34632
H 1.90515 3.00698 2.09599
C 2.66530 0.26014 0.30162
C 2.75704 -0.21413 1.65890
H -0.84165 1.64025 -1.69917
H -2.66740 0.91460 2.19755
H -0.95401 3.01743 2.45930
H 3.06529 -1.22075 1.95339
H 2.23289 2.29339 -0.52456
H 2.39986 0.80583 3.60682
Zr 0.31541 0.48131 1.14257
C 2.47991 -0.65986 -0.89847
C 3.37370 -1.89907 -0.71970
C 2.74842 0.06188 -2.22138
H 4.39224 -1.58182 -0.44144
H 3.44957 -2.48623 -1.64418
H 2.98816 -2.55752 0.07086
H 3.75620 0.50358 -2.21608
H 2.02619 0.87063 -2.39527
H 2.68476 -0.62962 -3.07388
C 0.94070 -1.00057 -0.78502
C 0.38664 -2.37654 -1.15646
H 0.36788 -0.24306 -1.35026
H 0.71919 -1.14854 0.34022
O 0.34416 -3.18926 -0.22220
N -0.21936 -2.47125 -2.41241
C -1.63641 -1.97962 -2.43837
H -0.18825 -3.43269 -2.74683
C -1.81078 -0.69808 -3.21091
C -3.05743 -0.05600 -3.17765
H -3.86605 -0.51456 -2.60219
C -3.25247 1.14629 -3.85862
H -4.22956 1.63597 -3.81379
C -2.20618 1.70689 -4.59737
H -2.36233 2.63937 -5.14160
C -0.96489 1.05928 -4.65767
H -0.14627 1.47318 -5.25187
C -0.76846 -0.14616 -3.96163
H 0.18404 -0.68256 -4.01364
H -1.99334 -1.81999 -1.40010
H -2.28176 -2.76703 -2.87263
C -1.44016 -0.84175 5.84060
C -0.86626 0.41468 5.60387
C -0.32168 0.70409 4.33840
C -0.36509 -0.25567 3.33545
C -0.89577 -1.51818 3.56121
C -1.45477 -1.80343 4.82555
H -1.87182 -1.06386 6.81989
H -0.83615 1.17497 6.38700
H 0.11919 1.69087 4.15862
H -0.89074 -2.26700 2.76257
H -1.90124 -2.78289 5.01689
*
```

HOMO = -11.34 eV
E_tot = -1261.75332 Ha
Kohn-Sham gap = 7.40 eV
M = 487.78 g mol⁻¹

Density functional theory data (ωB97M-V/def2-TZVPD) for a structure of composition C28H31As2N5O8OsTe.

Geometry as ORCA input:
```
! wB97M-V def2-TZVPD RIJCOSX def2/J DEFGRID3
* xyz 4 5
Os 0.53651 -1.36541 0.70257
N 4.25113 -3.29958 0.12699
C 3.42599 -2.39380 -0.37271
N 2.37415 -2.30911 0.44387
C 2.64451 -3.22959 1.43203
N 3.77939 -3.84101 1.27102
C 1.66531 -3.40449 2.49825
C 1.87771 -4.13360 3.65708
N 0.96945 -4.17539 4.62332
C -0.15633 -3.49942 4.43116
C -0.39807 -2.78002 3.26852
N 0.51512 -2.72931 2.29448
H 5.13714 -3.61945 -0.24889
H 3.58480 -1.84077 -1.28606
H 2.80290 -4.67938 3.80163
H -0.89010 -3.52133 5.22742
H -1.31670 -2.23099 3.11833
C -1.73318 2.84684 2.42609
O -0.83661 1.73370 2.73264
C 0.19522 1.38300 2.03392
O 0.74223 0.30086 2.30103
C 0.69220 2.12775 0.83053
C 0.84126 3.43493 0.66164
As 0.62996 4.71099 -0.88404
C 2.40564 5.45900 -1.05716
C -0.11084 2.15734 -2.52023
C 1.05795 1.72913 -2.15732
As 1.32492 0.75545 -0.46838
C 3.19727 1.05377 -0.06428
C 2.26359 1.57111 -3.05908
O 2.87542 0.53134 -2.99903
O 2.49923 2.60846 -3.81270
C 3.58886 2.49701 -4.79029
C -1.45705 2.00486 -1.91861
O -1.51761 1.93021 -0.70443
O -2.49906 1.92018 -2.69181
C -2.37995 2.14840 -4.12767
C 0.65598 4.61371 1.54699
O 0.23432 5.57839 0.83628
O 0.96534 4.83307 2.75837
C 1.60410 3.86720 3.65177
H -1.36319 3.75518 2.89111
H -2.67297 2.57836 2.89526
H -1.85644 2.94812 1.35018
H 2.32694 6.50867 -0.76324
H 2.67562 5.42359 -2.11293
H 3.16213 4.96364 -0.45397
H 3.45079 2.09190 -0.27294
H 3.82935 0.40436 -0.66118
H 3.33219 0.84541 0.99699
H 3.31516 3.16519 -5.59814
H 3.67036 1.47115 -5.13364
H 4.50972 2.82040 -4.31341
H -3.35796 2.49295 -4.44390
H -2.12891 1.21155 -4.61738
H -1.63177 2.91123 -4.33366
H 0.86282 3.56579 4.38629
H 2.41029 4.41070 4.13273
H 1.98994 3.02272 3.08745
C -2.00844 -3.39569 -1.20298
Te -1.99389 -1.43950 -0.27336
C -3.43119 -2.46787 0.98907
C -4.18420 -3.33002 0.03980
C -5.52020 -3.65306 0.20009
C -6.10599 -4.50335 -0.71663
C -5.36405 -4.99454 -1.85431
C -4.02927 -4.67736 -2.02520
C -3.42614 -3.84560 -1.10057
H -1.35755 -4.03861 -0.60402
H -1.63740 -3.36547 -2.22411
H -4.06552 -1.77451 1.53557
H -2.86596 -3.08410 1.69359
H -6.08826 -3.27844 1.04114
H -7.13363 -4.82033 -0.58605
H -5.87707 -5.60327 -2.58900
H -3.47743 -5.06328 -2.87185
*
```

HOMO (spin up / spin down) = -18.83 / -18.95 eV
E_tot = -6789.87510 Ha
Kohn-Sham gap (spin up / spin down) = 7.42 / 5.14 eV
M = 1033.26 g mol⁻¹

Ordered strongest force on any atom results: 2.7, 3.1, 0.9; unit eV/A.